1.
C28H34MoN5O3 | ωB97M-V/def2-TZVPD

Cartesian coordinates (Å):
1 Mo -0.5810 0.6283 0.6272
2 O 0.9660 1.9447 0.4895
3 O -2.2238 -0.2686 1.0636
4 O 2.1458 -1.8155 -0.0581
5 N 1.8952 2.3309 1.3848
6 N 0.3147 -0.8965 1.7697
7 N -0.2313 -1.8080 2.4743
8 N -1.8645 2.3023 -0.3217
9 N -0.6193 -0.0023 -1.4476
10 C -3.7472 -4.6649 4.0986
11 C 1.7371 -0.8446 2.0398
12 C 2.6544 -1.3304 1.1035
13 C 4.1659 2.5923 1.9214
14 C -3.2945 2.1741 0.0603
15 C -1.9593 -3.2210 3.2731
16 C -1.7347 2.1637 -1.7935
17 C 1.5153 2.9559 2.5096
18 C -1.5592 -2.0784 2.4733
19 C 3.8095 3.2473 3.0908
20 C 4.4325 -0.8725 2.6638
21 C -1.0356 -4.0075 3.9832
22 C -2.8324 -5.4155 4.7842
23 C 2.1695 -0.4002 3.2790
24 C 3.0235 -2.5702 -0.8997
25 C -1.4405 3.6665 0.0671
26 C -2.5367 -1.3340 1.7929
27 C -1.7276 0.6991 -2.1564
28 C 3.1840 2.1369 1.0714
29 C -1.4698 -5.0791 4.7226
30 C 4.0093 -1.3302 1.4229
31 C -4.2704 -2.7693 2.6166
32 C 3.5193 -0.4078 3.5973
33 C -3.8972 -1.6929 1.8705
34 C 0.6761 0.2919 -2.1115
35 C -3.3281 -3.5569 3.3326
36 C 2.4657 3.4245 3.3877
37 C -0.8584 -1.4701 -1.5277
38 H -0.8827 -1.7769 -2.5760
39 H -3.1516 -6.2648 5.3721
40 H -0.0579 -1.9898 -1.0078
41 H -5.3176 -3.0399 2.6781
42 H -3.3869 2.2299 1.1425
43 H 1.4300 -0.0886 4.0076
44 H -1.5686 3.7920 1.1423
45 H -2.5522 2.6814 -2.3035
46 H 2.1451 3.9319 4.2859
47 H -2.0567 4.4139 -0.4393
48 H 3.4736 -3.3937 -0.3453
49 H 2.4041 -2.9689 -1.6982
50 H 1.4649 -0.2361 -1.5829
51 H 0.4501 3.0761 2.6444
52 H -4.8013 -4.9094 4.1334
53 H -0.3981 3.8223 -0.1971
54 H 0.6370 -0.0488 -3.1487
55 H -4.6204 -1.0923 1.3363
56 H -3.6978 1.2217 -0.2668
57 H 3.8483 -0.0844 4.5754
58 H 3.3572 1.6239 0.1382
59 H 5.4868 -0.9053 2.9052
60 H -0.8072 2.6476 -2.1001
61 H 3.8032 -1.9372 -1.3269
62 H -1.6237 0.5536 -3.2345
63 H 0.8815 1.3589 -2.0898
64 H 0.0158 -3.7642 3.9431
65 H -3.8664 2.9876 -0.3925
66 H 5.2006 2.4315 1.6562
67 H -0.7506 -5.6767 5.2667
68 H -2.6588 0.2253 -1.8468
69 H -1.8129 -1.7071 -1.0634
70 H 4.5705 3.6185 3.7634
71 H 4.7344 -1.7223 0.7247

## Properties
Orbital gap (alpha / beta)   6.483 / 6.719 eV
Multiplicity   2
Net charge   +2
F_max   0.17 eV/Å
Expectation value of S²   1.037
E_HOMO (alpha / beta)   -12.95 / -12.96 eV
Calculated total energy   -45021.088 eV
Relative energy (zero: lowest compared OMol25 entry of this formula, charge and spin)   0.0 kcal per mole

For reference, the Mulliken charges in units of e are: 0.576 -0.233 -0.293 -0.255 0.121 0.967 -0.921 0.775 1.035 -0.880 0.134 0.719 -0.897 -1.204 0.724 -0.835 0.133 0.173 -0.243 -0.937 -0.600 -0.640 -0.140 -1.128 -1.111 0.639 -0.881 0.022 -0.663 -0.528 -0.901 -1.053 -1.159 -0.496 0.651 -0.997 -0.834 0.465 0.420 0.095 0.424 0.326 0.557 0.299 0.416 0.472 0.377 0.460 0.257 -0.298 0.428 0.425 0.380 0.434 0.470 0.367 0.513 0.450 0.487 0.406 0.408 0.440 0.303 0.496 0.398 0.502 0.426 0.388 0.191 0.453 0.524

=====

2.
C43H35O6P2S2SiTi | ωB97M-V/def2-TZVPD

Cartesian coordinates (Å):
1 Ti 1.1132 0.0167 -0.6385
2 S 1.5517 -1.6746 -2.5386
3 S 3.7620 -0.2952 -0.2816
4 P -0.2396 -1.1643 1.4015
5 P -0.9459 1.5431 -1.2291
6 Si 0.9469 1.6467 1.3168
7 O 1.2069 -0.2031 -2.6569
8 O 2.7134 -0.9741 0.5041
9 O 1.1114 -2.0005 -1.1600
10 O 0.9577 -2.4312 -3.5654
11 O 4.9238 0.1385 0.3924
12 O 2.9263 0.8320 -0.9284
13 C -0.9073 3.6535 2.2123
14 C -1.9816 -1.0564 1.8300
15 C 1.3151 -3.2680 2.1774
16 C -4.7134 -0.7002 2.3328
17 C -3.8284 0.3370 2.5856
18 C -3.6005 0.5050 -0.8514
19 C 4.1916 -1.3219 -1.6572
20 C 0.7316 2.9883 -2.8266
21 C -2.1577 -0.4169 -2.6005
22 C 0.2225 -2.9075 1.4039
23 C 3.2833 -1.8679 -2.5827
24 C -4.2872 -1.3944 -2.1323
25 C 0.0927 4.3623 -4.7336
26 C -1.2447 3.9483 -4.5899
27 C 6.0380 -2.2908 -2.8275
28 C 1.9093 -4.5176 2.0535
29 C -3.1333 -1.3752 -2.8946
30 C 5.1540 -2.8172 -3.7356
31 C -1.4460 2.7361 0.0671
32 C -0.5876 2.5485 -2.6798
33 C -2.8726 -2.1057 1.6026
34 C 0.2615 -1.2111 4.2468
35 C 1.0745 3.8404 -3.8817
36 C 0.7442 -0.6632 5.4110
37 C -2.4720 0.1658 2.3673
38 C -4.5336 -0.4733 -1.1398
39 C -2.4061 0.5209 -1.6130
40 C -4.2209 -1.9147 1.8773
41 C 1.4249 1.2596 4.1289
42 C -2.0271 4.5297 2.1237
43 C 3.7915 -2.5820 -3.6334
44 C -2.5406 3.6220 -0.0222
45 C 2.4295 2.8584 1.3316
46 C 5.5252 -1.5677 -1.7688
47 C -0.6345 2.7389 1.1952
48 C -1.5399 3.0344 -3.5744
49 C 0.9634 0.6955 2.9510
50 C -2.8308 4.4891 1.0177
51 C -0.3113 -3.8593 0.5380
52 C 0.4123 -0.5518 3.0182
53 C 0.2049 -5.1874 0.5213
54 C 1.3311 0.6066 5.3465
55 C 1.3104 -5.4886 1.2766
56 H -5.0908 -2.0739 -2.3720
57 H 1.5258 2.6296 -2.2084
58 H -2.5151 -3.0575 1.2383
59 H -3.7429 1.1806 -0.0187
60 H 1.8428 2.2659 4.1130
61 H 5.4684 -3.3786 -4.6101
62 H 6.1827 -1.1882 -0.9952
63 H -4.1548 1.3261 2.9735
64 H 3.2574 2.3321 1.8017
65 H -1.2250 -0.4133 -3.1122
66 H -3.1582 3.6090 -0.9634
67 H -5.7907 -0.5362 2.5159
68 H 3.0911 -2.9425 -4.3895
69 H 2.1984 3.6940 2.0316
70 H 2.1059 4.1471 -3.9304
71 H 7.1234 -2.3495 -2.9300
72 H -2.0427 4.3378 -5.2534
73 H -1.7710 0.9432 2.6571
74 H 1.7953 -6.4376 1.1880
75 H 0.3600 5.0410 -5.5062
76 H -2.5679 2.6961 -3.4861
77 H -0.2162 -5.9002 -0.1477
78 H -2.9392 -2.1314 -3.6536
79 H -0.2596 -2.2149 4.3178
80 H 2.8058 -4.7168 2.6246
81 H -1.0915 -3.6461 -0.2102
82 H -5.4762 -0.4904 -0.5705
83 H -2.1798 5.2497 2.9307
84 H 1.8837 -2.5412 2.7515
85 H -4.8250 -2.8038 1.7126
86 H 2.7469 3.3362 0.3815
87 H 1.7143 1.0503 6.2486
88 H -3.6647 5.1858 0.9955
89 H -0.2460 3.6596 3.0719
90 H 0.6934 -1.1976 6.3165

## Properties
Orbital gap (alpha / beta)   7.502 / 7.498 eV
Net charge   +1
F_max   2.55 eV/Å
E_HOMO (alpha / beta)   -11.07 / -11.07 eV
Calculated total energy   -128682.239 eV
Relative energy (zero: lowest compared OMol25 entry of this formula, charge and spin)   2.2 kcal per mole

For reference, the Mulliken charges in units of e are: 0.189 1.521 1.518 1.984 1.229 2.180 -0.394 -0.269 0.008 -0.698 -0.625 -0.542 -0.789 0.820 -1.015 -0.792 -0.479 -0.736 -0.444 -0.583 -0.703 0.982 -0.472 -0.689 -0.586 -0.731 -0.681 -0.826 -0.995 -0.634 0.701 0.962 -0.901 -0.013 -0.970 -0.988 -0.296 -0.505 0.513 -0.619 -0.570 -0.884 -0.569 -0.181 -1.308 -0.560 -0.340 -0.375 0.786 -0.847 -0.189 -0.926 -1.108 -0.975 -0.655 0.451 0.297 0.446 0.535 0.416 0.418 0.571 0.449 0.397 0.608 0.368 0.372 0.544 0.379 0.470 0.420 0.408 0.299 0.403 0.443 0.411 0.464 0.440 0.360 0.467 0.442 0.442 0.446 0.289 0.441 0.327 0.450 0.435 0.440 0.523

=====

3.
C10H22IO6PS2 | ωB97M-V/def2-TZVPD

Cartesian coordinates (Å):
1 I -2.0774 -0.3736 -1.4411
2 S 0.8168 2.4198 1.0722
3 S 4.1866 2.1439 5.6308
4 P -2.4637 -3.0356 -5.2578
5 O -2.2412 -4.4958 -5.2075
6 O -5.4330 -0.1925 -4.8822
7 O -5.3321 -1.9207 -3.4390
8 O 3.0017 2.9127 5.1629
9 O -3.4557 -0.9507 -4.1021
10 O 1.2692 1.3099 0.1896
11 C 4.2124 2.2798 7.4211
12 C -1.9584 -2.1942 -2.5582
13 C -4.8151 -0.9502 -4.2211
14 C -4.3409 -2.9263 -3.2365
15 C -0.5108 -2.5047 -2.9446
16 C 1.3635 2.0285 2.7331
17 C -0.9342 2.1468 1.3727
18 C 5.6204 3.1828 5.3328
19 C -3.0164 -2.2575 -3.6819
20 C 0.2763 -1.4109 -3.6856
21 H 2.4472 2.0981 2.7507
22 H -2.2613 -2.9320 -1.8204
23 H 5.4438 4.1684 5.7624
24 H -1.0819 1.1230 1.7176
25 H -1.2984 2.8609 2.1111
26 H -1.3593 -2.2617 -5.6354
27 H 5.7447 3.2631 4.2550
28 H 5.1316 1.8378 7.8053
29 H -4.5889 -3.7952 -3.8495
30 H 0.0114 -2.7634 -2.0253
31 H 1.0473 1.0152 2.9817
32 H 4.1375 3.3301 7.7012
33 H -0.5187 -3.4226 -3.5419
34 H 6.5030 2.7176 5.7715
35 H -4.3519 -3.2393 -2.1960
36 H -0.2648 -0.4654 -3.7289
37 H 1.2180 -1.2085 -3.1801
38 H 3.3534 1.7307 7.8007
39 H -1.4547 2.3016 0.4290
40 H 0.9551 2.7501 3.4388
41 H 0.5255 -1.7082 -4.7045
42 H -3.5067 -2.6118 -6.1003

## Properties
Orbital gap   9.098 eV
F_max   0.72 eV/Å
E_HOMO   -8.70 eV
Calculated total energy   -62070.018 eV

For reference, the Mulliken charges in units of e are: 0.153 0.482 0.524 0.273 -0.656 -0.509 -0.322 -0.577 -0.396 -0.603 -0.960 -1.239 0.549 -0.530 -0.795 -0.863 -0.825 -0.924 1.255 -1.175 0.246 0.593 0.304 0.265 0.382 0.052 0.306 0.369 0.309 0.417 0.334 0.301 0.518 0.356 0.364 0.324 0.349 0.316 0.212 0.355 0.365 0.097